Entry 1:
Here is a cluster of 2 separate species, CH3NOS in total at a distorted geometry from the OMol25 dataset. Energies are from ωB97M-V/def2-TZVPD.

Results
Structure (SMILES): C#N.OS
Relative energy (zero: lowest compared OMol25 entry of this formula, charge and spin) (kcal/mol): 60.2
E_HOMO (eV): -8.8
LUMO level (Eh): 0.0223
Electronic energy (Ha): -568.00476
2S+1: 1

Cartesian coordinates (Å):
C (1.5980, 2.3890, -1.4965)
N (1.1220, 2.1691, -0.4545)
O (-1.4833, -0.6822, 0.1798)
S (-0.9457, -0.6610, 1.7653)
H (2.2917, 2.4490, -2.3209)
H (-0.8602, -1.1415, -0.3701)
H (-1.3142, 0.4746, 2.0533)

Force components x, y, z for each atom (eV/Å):
-0.060 -0.853 2.318
0.638 0.651 -2.356
-0.910 0.426 0.466
1.292 -4.053 -0.857
-0.584 0.199 0.042
0.751 -0.152 -0.186
-1.126 3.782 0.573

Entry 2:
Here is the molecule CH3NOS at a distorted geometry from the OMol25 dataset. Energies are from ωB97M-V/def2-TZVPD.

Results
Relative energy (zero: lowest compared OMol25 entry of this formula, charge and spin) (kcal/mol): 51.2
E_HOMO (eV): -10.5
LUMO level (Eh): -0.0166
Electronic energy (Ha): -568.01924
2S+1: 1

Cartesian coordinates (Å):
C (-0.1800, -0.0369, -0.0431)
N (-1.5045, -0.8714, -0.2010)
O (-3.8925, -0.8686, -1.0023)
S (-2.6501, -0.0954, -0.8301)
H (-0.5019, 0.9024, 0.1945)
H (0.1393, -0.0922, -1.0173)
H (0.4317, -0.6654, 0.6937)

Force components x, y, z for each atom (eV/Å):
-1.992 -4.712 1.418
0.477 0.824 0.106
1.457 0.912 0.140
-1.035 -1.315 0.244
0.084 2.614 1.166
1.780 0.125 -1.981
-0.771 1.552 -1.093

Entry 3:
Here is the molecule CH3NOS2 at a distorted geometry from the OMol25 dataset. Energies are from ωB97M-V/def2-TZVPD.

Results
Structure (SMILES): NSSC=O
Relative energy (zero: lowest compared OMol25 entry of this formula, charge and spin) (kcal/mol): 5.3
E_HOMO (eV): -9.4
LUMO level (Eh): 0.0118
Electronic energy (Ha): -966.24040
2S+1: 1

Cartesian coordinates (Å):
C (-2.7307, -0.5704, 0.2148)
N (0.7956, 0.4673, -0.4857)
O (-3.8023, -1.0680, 0.0832)
S (-2.2240, 1.0344, -0.3631)
S (-0.3826, 1.3062, 0.4977)
H (-1.9615, -0.8575, 0.7871)
H (1.1359, 1.2421, -1.1524)
H (1.4827, 0.0033, 0.1355)

Force components x, y, z for each atom (eV/Å):
-2.419 1.860 -1.202
-0.447 2.046 -0.672
-0.133 -0.166 -0.413
0.003 0.586 -0.911
0.219 -0.695 0.019
3.051 -2.224 2.481
0.146 -2.156 1.533
-0.421 0.748 -0.835

Entry 4:
Here is the molecule CH3NOS2 at a distorted geometry from the OMol25 dataset. Energies are from ωB97M-V/def2-TZVPD.

Results
Structure (SMILES): C1NOSS1
Relative energy (zero: lowest compared OMol25 entry of this formula, charge and spin) (kcal/mol): 56.5
E_HOMO (eV): -8.7
LUMO level (Eh): 0.0041
Electronic energy (Ha): -966.15869
2S+1: 1

Cartesian coordinates (Å):
C (-0.6651, 0.5582, -0.2105)
N (-0.2966, -0.9504, 0.0742)
O (0.9882, -1.1998, -0.2565)
S (0.8342, 1.4036, -0.3749)
S (1.9752, -0.1665, 0.4892)
H (-1.0708, 0.6195, -1.2693)
H (-1.3680, 0.8913, 0.4124)
H (-0.3971, -1.1559, 1.1353)

Force components x, y, z for each atom (eV/Å):
1.902 -4.029 -3.942
-3.211 0.671 1.988
0.662 -1.417 -1.055
2.462 1.250 0.469
0.302 1.913 0.364
0.132 -0.394 1.282
-2.449 1.169 2.992
0.200 0.838 -2.098

Q: Look up the E_HOMO of the first one.
A: -8.8 eV